{"formula": "C26H74FeN4O13S", "method": "ωB97M-V/def2-TZVPD", "largest_force_ev_per_a": 2.21, "total_charge": 1, "spin_multiplicity": 6, "e_homo_ha": [-0.419, -0.419], "s_squared": 8.76, "molar_mass_g_mol": 738.8, "orbital_gap_ev": [8.908, 6.913], "symbols": ["Fe", "S", "O", "O", "O", "O", "C", "C", "C", "O", "C", "N", "H", "H", "H", "H", "H", "H", "H", "H", "H", "H", "H", "C", "C", "C", "O", "C", "N", "H", "H", "H", "H", "H", "H", "H", "H", "H", "H", "H", "C", "C", "C", "O", "C", "N", "H", "H", "H", "H", "H", "H", "H", "H", "H", "H", "H", "C", "C", "C", "O", "C", "N", "H", "H", "H", "H", "H", "H", "H", "H", "H", "H", "H", "C", "C", "O", "H", "H", "H", "H", "H", "H", "C", "C", "O", "H", "H", "H", "H", "H", "H", "C", "C", "O", "H", "H", "H", "H", "H", "H", "C", "C", "O", "H", "H", "H", "H", "H", "H", "C", "C", "O", "H", "H", "H", "H", "H", "H"], "coordinates": [[1.15528, 0.03091, 1.32335], [-1.18479, -0.84198, 0.46212], [-1.98541, -0.04400, -0.45033], [-1.72416, -2.12213, 0.82671], [0.23362, -0.96261, -0.09775], [-0.77863, -0.01905, 1.68563], [3.84803, -2.56550, 0.06573], [4.04144, -1.28060, 0.84943], [5.42512, -0.72384, 0.62929], [5.53975, 0.48924, 1.32569], [6.85331, 1.01571, 1.29492], [3.01463, -0.26608, 0.43041], [4.28790, -3.42441, 0.56489], [4.20887, -2.48184, -0.96313], [2.77692, -2.76289, -0.04232], [3.87919, -1.51169, 1.90225], [5.61667, -0.61274, -0.45230], [6.16588, -1.46344, 0.97184], [7.27944, 0.99601, 0.28380], [7.52459, 0.44276, 1.94501], [6.83765, 2.05033, 1.62596], [3.52542, 0.62828, 0.47196], [2.91378, -0.30882, -0.62400], [1.79074, -0.00326, 5.58232], [2.06589, -0.40252, 4.13738], [1.22305, -1.59767, 3.76170], [1.37457, -1.86126, 2.35125], [0.88934, -3.17049, 2.06178], [1.72088, 0.72167, 3.18083], [2.47149, 0.75233, 5.96493], [1.79641, -0.89023, 6.21590], [0.77383, 0.40121, 5.64760], [3.11356, -0.67413, 4.00270], [0.15449, -1.45982, 3.97723], [1.51555, -2.48469, 4.32920], [0.84888, -3.30561, 0.98519], [-0.12083, -3.30772, 2.45000], [1.55129, -3.92511, 2.49084], [1.03741, 1.34220, 3.64268], [2.53171, 1.35288, 3.19811], [1.42550, -1.67876, -3.17373], [2.45529, -0.58623, -3.29730], [2.45925, 0.09186, -4.66489], [2.61819, -0.79282, -5.72500], [3.90363, -1.36888, -5.82166], [2.21644, 0.42846, -2.22149], [1.60356, -2.28376, -2.28232], [1.44733, -2.35185, -4.03023], [0.42470, -1.25393, -3.07193], [3.47684, -0.94788, -3.11489], [3.22371, 0.88756, -4.67636], [1.47952, 0.56121, -4.81685], [4.04672, -2.22827, -5.15120], [4.70140, -0.64007, -5.61279], [4.05438, -1.73122, -6.83706], [1.24533, 0.75991, -2.25581], [2.77826, 1.23620, -2.51045], [0.70716, 4.40333, 0.22919], [0.68663, 3.23625, 1.18886], [-0.66844, 3.04529, 1.81895], [-0.51470, 2.28549, 2.99526], [-1.76163, 2.13304, 3.67129], [1.09674, 1.95065, 0.46541], [-0.16570, 4.38282, -0.43943], [1.60207, 4.49419, -0.38393], [0.52441, 5.33890, 0.76648], [1.42381, 3.40263, 1.98012], [-1.32188, 2.49855, 1.11749], [-1.13428, 4.01166, 2.04891], [-1.62062, 1.51166, 4.54868], [-2.50492, 1.69001, 2.99673], [-2.14344, 3.11582, 3.97921], [0.37089, 1.89307, -0.28386], [1.86263, 2.28242, -0.13020], [-0.19383, 3.46529, -3.42360], [-0.89121, 2.17856, -3.06972], [-0.39048, 1.68505, -1.81139], [-0.65179, 3.89309, -4.31838], [0.86339, 3.31754, -3.65376], [-0.29066, 4.21386, -2.63486], [-0.71559, 1.43590, -3.85852], [-1.97481, 2.31046, -3.01584], [-1.03610, 1.05015, -1.44170], [-6.25645, -0.29427, -2.50178], [-4.99763, -0.84967, -1.91076], [-3.89159, -0.16731, -2.49902], [-6.45843, 0.70631, -2.09711], [-7.13435, -0.89956, -2.29042], [-6.13189, -0.11283, -3.57056], [-4.90032, -1.91622, -2.15307], [-4.99960, -0.74614, -0.82007], [-3.12471, -0.36562, -1.94794], [-4.07979, -0.93798, 3.04503], [-3.45705, -2.21445, 3.60179], [-3.46138, -3.28091, 2.66193], [-3.59589, -0.05352, 3.47840], [-5.16036, -0.91299, 3.12340], [-3.81533, -0.83113, 1.98684], [-4.01173, -2.58994, 4.46039], [-2.41997, -2.03772, 3.92957], [-2.87971, -3.00895, 1.94364], [-2.29204, -3.71739, -2.78683], [-2.73582, -4.58520, -1.63443], [-1.84668, -4.49622, -0.52048], [-2.09782, -2.68921, -2.47788], [-3.03444, -3.71625, -3.59283], [-1.40170, -4.13314, -3.26996], [-2.80388, -5.63232, -1.92706], [-3.75385, -4.30147, -1.32949], [-1.87985, -3.57683, -0.22082], [-4.36996, 4.02063, 0.48064], [-3.85464, 2.84902, -0.26456], [-3.83980, 1.71389, 0.60524], [-3.69296, 4.35855, 1.27051], [-5.33200, 3.79832, 0.94196], [-4.51599, 4.86324, -0.19935], [-2.84676, 3.03650, -0.66989], [-4.51092, 2.63818, -1.11949], [-3.32511, 1.00594, 0.18823]], "atomic_forces_ev_per_a": [[-0.08, -0.22, -0.59], [1.51, 0.23, 0.53], [-0.11, -0.29, 0.05], [-0.04, 0.58, -0.20], [-0.14, -0.57, -0.91], [-1.12, -0.09, 0.30], [-0.74, 0.00, -0.30], [-0.48, -0.26, -0.16], [0.34, -0.56, 0.03], [-0.07, 0.27, -0.07], [0.52, -0.01, -0.13], [1.53, 0.24, -0.90], [0.20, 0.00, -0.08], [0.26, -0.01, 0.12], [0.07, -0.06, 0.16], [0.12, 0.22, 0.08], [-0.11, 0.28, 0.11], [-0.08, 0.12, 0.13], [-0.18, -0.03, 0.02], [-0.12, 0.01, 0.00], [-0.18, -0.02, 0.11], [-0.29, -0.10, 0.45], [-0.68, -0.03, 0.65], [-0.53, -0.11, -0.21], [-0.40, 0.18, 0.02], [-0.33, -0.33, -0.01], [0.27, 0.39, 0.97], [-0.38, -0.73, -0.55], [1.30, 0.37, 1.75], [0.17, -0.09, -0.01], [0.25, 0.10, 0.13], [0.08, 0.00, 0.01], [0.04, 0.16, -0.13], [0.07, 0.27, -0.11], [0.27, 0.06, -0.07], [0.01, 0.13, -0.02], [0.02, 0.09, 0.04], [0.09, 0.15, 0.08], [-0.48, -0.49, -0.62], [0.01, -0.34, -0.46], [0.08, -0.46, 0.13], [0.21, 0.62, 0.59], [-0.54, 0.14, 0.29], [0.28, -0.25, -0.47], [0.46, -0.15, 0.02], [0.53, 0.20, -0.95], [-0.06, 0.06, 0.03], [-0.04, 0.11, -0.07], [-0.03, 0.01, -0.14], [-0.17, -0.30, -0.05], [0.02, -0.09, -0.06], [0.07, 0.06, 0.01], [-0.17, 0.16, 0.04], [-0.19, 0.02, 0.01], [-0.20, 0.07, -0.03], [0.20, -0.27, 0.07], [-0.13, -0.02, 0.29], [-1.15, 0.65, -0.23], [0.62, -0.58, 0.05], [-0.17, -0.25, -0.11], [-0.18, 0.34, 0.52], [-0.39, 0.32, -0.43], [-0.59, 1.76, -0.56], [0.28, -0.41, -0.06], [0.12, -0.07, 0.14], [0.48, -0.08, 0.15], [-0.04, 0.00, 0.01], [-0.06, 0.22, 0.12], [0.07, -0.01, -0.03], [0.12, -0.12, 0.04], [0.18, -0.03, 0.12], [0.11, -0.10, 0.06], [0.29, -0.27, 0.29], [0.29, -0.64, 0.32], [-0.08, 0.32, -0.20], [-0.10, -0.09, -0.19], [-0.51, 0.04, -0.36], [0.02, -0.07, 0.01], [0.02, -0.06, 0.14], [0.02, -0.11, -0.01], [0.04, -0.04, 0.16], [0.05, 0.06, 0.16], [0.04, 0.01, -0.17], [-0.31, 1.08, 0.00], [0.21, -0.53, -0.23], [0.17, 0.21, 0.24], [0.05, -0.16, 0.12], [0.04, -0.17, -0.13], [-0.08, -0.46, -0.07], [-0.11, 0.00, 0.13], [0.06, 0.03, -0.01], [-0.10, 0.03, -0.15], [0.90, 0.27, -0.35], [-0.01, -0.32, -0.27], [-0.09, 0.04, 0.25], [-0.55, -0.15, 0.35], [-0.08, 0.09, 0.12], [-0.20, -0.24, 0.00], [0.02, 0.12, 0.10], [-0.08, 0.17, 0.04], [-0.18, -0.13, -0.03], [0.14, -0.41, -0.81], [-0.32, 0.12, 0.39], [-0.13, -0.05, -0.38], [-0.04, 0.04, 0.00], [-0.15, 0.18, 0.25], [0.17, 0.18, 0.31], [0.21, -0.02, 0.01], [0.12, 0.04, 0.07], [0.06, -0.33, 0.02], [-0.23, 0.95, 0.41], [0.05, -1.06, -0.43], [0.21, 0.24, 0.06], [0.02, -0.14, -0.01], [0.00, -0.07, -0.02], [-0.01, -0.01, 0.02], [-0.04, 0.03, 0.06], [0.13, 0.00, 0.01], [-0.26, 0.22, 0.01]], "mulliken_charge": [0.7230, 0.6485, 0.1001, 0.2308, -0.4097, -0.3839, -1.3996, 0.7662, -1.1570, -0.2773, -0.8180, 0.5112, 0.4068, 0.3989, 0.0791, -0.0746, 0.3647, 0.5779, 0.3240, 0.3081, 0.2551, 0.4251, -0.2442, -1.5537, 0.2076, -0.9324, 0.3533, -1.0750, -0.2234, 0.3882, 0.4328, 0.3148, 0.2038, 0.1035, 0.7643, 0.2401, 0.3607, 0.3409, 0.2688, 0.4288, -1.1340, 0.5077, -0.7897, -0.4005, -0.6839, 0.0853, -0.0343, 0.5925, 0.0955, 0.3955, 0.5515, 0.1298, 0.2346, 0.3081, 0.2805, -0.5555, 0.2707, -1.4566, 0.0898, -0.1781, -0.6740, -0.4512, 1.1677, 0.0825, 0.4214, 0.5361, 0.4192, -0.3718, 0.6924, 0.2348, -0.0967, 0.4159, -0.7105, 0.2873, -1.2706, -0.1134, -0.0984, 0.4925, 0.2521, 0.2093, 0.2913, 0.4653, -0.5738, -1.4527, 0.5527, -0.6015, 0.2906, 0.3920, 0.3155, 0.1070, 0.0380, 0.1501, -0.0133, 0.0239, -0.6508, -0.0473, 0.4731, -0.4215, 0.4354, -0.2593, 0.2975, -0.6761, -0.2933, -0.5454, -0.0558, 0.4153, 0.2933, 0.3581, 0.2116, 0.1521, -1.4159, 0.7649, -0.4968, 0.2260, 0.3478, 0.4100, -0.3713, 0.2592, -0.1075]}